# 1
10
Properties=species:S:1:pos:R:3 method="wB97M-V/def2-TZVPD" gap_ev="5.5 / 6.8" total_charge=0 e_homo_ev="-5.153 / -10.625" spin_multiplicity=3 relative_energy_kcal_mol=81.6 total_energy_ha=-752.55517
C -1.022 -0.323 0.376
N -1.860 -1.144 0.351
N 2.104 0.294 -1.283
N -0.297 0.678 0.195
O 0.990 -1.661 -0.122
O 2.146 -0.076 1.200
S 1.622 -0.404 -0.048
H -2.066 -1.964 1.039
H 2.598 1.186 -0.978
H -0.608 1.568 0.575

# 2
9
Properties=species:S:1:pos:R:3 method="wB97M-V/def2-TZVPD" gap_ev=10.0 total_charge=0 e_homo_ev=-9.565 spin_multiplicity=1 relative_energy_kcal_mol=117.2 total_energy_ha=-677.43400
C 0.537 -0.536 0.268
N 1.222 1.865 -0.109
N 2.250 1.361 0.204
N 0.154 1.264 -0.198
O 2.836 -0.892 -0.826
S 2.262 -0.388 0.421
H -0.091 -0.523 1.123
H 0.312 -1.333 -0.328
H -0.712 1.570 0.064

# 3
9
Properties=species:S:1:pos:R:3 method="wB97M-V/def2-TZVPD" gap_ev=8.2 smiles="NN1N=CSS1" total_charge=0 e_homo_ev=-7.704 spin_multiplicity=1 relative_energy_kcal_mol=17.5 total_energy_ha=-1000.45278
N 1.227 -1.195 -0.293
N 0.249 -0.574 0.432
N 0.262 0.745 0.439
C -0.764 1.426 0.190
S -2.251 0.639 -0.360
S -1.498 -1.232 0.006
H 1.889 -1.678 0.299
H 1.668 -0.622 -1.004
H -0.781 2.492 0.292

# 4
9
Properties=species:S:1:pos:R:3 method="wB97M-V/def2-TZVPD" gap_ev="7.6 / 8.6" total_charge=0 e_homo_ev="-7.576 / -9.352" spin_multiplicity=1 relative_energy_kcal_mol=51.4 total_energy_ha=-1000.39875
C 1.032 -1.351 0.148
N 0.098 -0.723 0.736
N 0.090 0.560 0.740
N -1.767 0.800 -0.637
S 2.304 -0.410 -0.638
S 1.382 1.312 0.050
H 1.084 -2.420 0.109
H -1.789 1.813 -0.535
H -2.435 0.419 0.026

# 5
9
Properties=species:S:1:pos:R:3 method="wB97M-V/def2-TZVPD" gap_ev="6.9 / 6.7" total_charge=0 e_homo_ev="-6.660 / -8.746" spin_multiplicity=3 relative_energy_kcal_mol=38.3 total_energy_ha=-1000.33857
C -0.369 0.751 -0.116
N -0.632 -1.598 0.120
N 0.715 -1.623 -0.094
N -1.208 -0.455 -0.120
S -2.796 -0.080 0.013
S 1.499 -0.091 -0.035
H -0.454 1.385 -0.900
H -0.640 1.178 0.981
H 1.068 -2.467 0.223

# 6
9
Properties=species:S:1:pos:R:3 method="wB97M-V/def2-TZVPD" gap_ev="8.0 / 8.0" total_charge=+1 e_homo_ev="-14.093 / -14.092" spin_multiplicity=1 relative_energy_kcal_mol=102.7 total_energy_ha=-333.66934
C 0.734 -0.083 0.219
N -1.320 1.087 0.022
N -0.104 0.726 0.025
N -1.974 -1.312 0.092
N 1.793 -0.775 0.089
O -2.476 -0.286 0.018
H -1.348 2.089 -0.367
H 2.463 -0.932 0.735
H 2.232 -0.514 -0.832